[1]
{"formula": "C9H19N2O", "method": "the ωB97M-V functional and the def2-TZVPD basis", "total_charge": 1, "e_tot_ha": -538.7367, "spin_multiplicity": 1, "elements": ["C", "C", "C", "C", "C", "C", "C", "C", "C", "N", "N", "O", "H", "H", "H", "H", "H", "H", "H", "H", "H", "H", "H", "H", "H", "H", "H", "H", "H", "H", "H"], "positions_angstrom": [[-1.1622, 3.1820, 1.9509], [-0.3353, 2.6420, 1.0650], [0.2357, 1.2735, 1.2844], [-0.4196, -3.1386, 0.1473], [1.1135, 1.3250, -1.2500], [0.2244, -1.2162, -1.8664], [-1.4760, 0.0157, -0.6206], [-0.2766, -1.6348, 0.5773], [0.9622, 0.5476, 0.0489], [2.1406, 0.0303, 0.5404], [-0.2139, -0.6174, -0.4822], [0.2101, 0.7271, 2.3454], [-1.5112, 4.1464, 2.0881], [-1.4437, 2.4658, 2.7191], [0.1826, 3.2134, 0.1774], [-1.0794, -3.2693, -0.7850], [0.6682, -3.4823, -0.1156], [-0.7691, -3.7206, 1.0246], [1.6854, 0.6521, -1.8493], [1.5985, 2.3353, -1.1890], [0.1470, 1.4639, -1.6366], [1.3125, -1.1007, -1.8686], [-0.1794, -2.1596, -1.8471], [-0.3399, -0.6202, -2.5691], [-1.8643, 0.2797, 0.3359], [-1.5517, 0.8537, -1.2606], [-2.2119, -0.6699, -0.9160], [0.5183, -1.4912, 1.2488], [-1.1479, -1.4091, 1.2588], [2.2419, -0.2596, 1.5064], [2.7412, -0.3640, -0.0624]], "atomic_forces_ev_per_a": [[0.7859, -2.7488, 0.5010], [1.9109, 1.3867, -2.2225], [-0.3121, 0.6219, -1.4157], [1.7756, 0.4019, -1.0016], [1.1883, 0.8292, 1.4285], [-0.0216, 2.9119, 2.2253], [-1.6319, 0.3429, 0.8530], [-2.7638, -1.7619, 1.0217], [-0.5767, 1.2208, 0.7957], [-2.6641, 1.1226, 2.0497], [2.4278, -0.4271, -0.4535], [0.1417, -0.6965, 0.5488], [-0.5315, 1.8016, -0.4440], [-0.2290, 0.2327, 0.2139], [-1.4419, -0.9409, 1.8796], [0.7350, -0.1023, 1.8094], [-2.1244, 0.1976, 0.2984], [0.0980, 0.3260, -0.7702], [0.5096, 0.3479, -0.9387], [-0.1902, -1.2067, 0.2591], [-0.8834, 0.3651, -0.9198], [-0.4912, -0.7271, -0.6364], [-0.1734, -2.1769, -0.4396], [0.5849, 0.1264, -0.5577], [0.0524, 0.6469, 0.8644], [0.3844, 0.7592, -0.7254], [-0.8979, -1.3425, -0.9390], [1.3459, -0.1839, 0.4424], [0.6489, 0.0053, -1.0109], [-0.3668, 0.1927, -0.1993], [2.7105, -1.5251, -2.5165]]}

[2]
{"formula": "C48H92ClNO15S9Si", "method": "the ωB97M-V functional and the def2-TZVPD basis", "total_charge": 0, "e_tot_ha": -7400.7466, "spin_multiplicity": 1, "elements": ["C", "C", "O", "N", "C", "C", "C", "C", "C", "C", "C", "C", "C", "C", "C", "Cl", "C", "C", "C", "O", "C", "C", "C", "C", "C", "O", "O", "C", "C", "C", "C", "O", "Si", "C", "C", "C", "C", "C", "O", "H", "H", "H", "H", "H", "H", "H", "H", "H", "H", "H", "H", "H", "H", "H", "H", "H", "H", "H", "H", "H", "H", "H", "H", "H", "H", "H", "H", "H", "H", "H", "H", "H", "H", "H", "H", "H", "H", "C", "S", "O", "C", "H", "H", "H", "H", "H", "H", "C", "S", "O", "C", "H", "H", "H", "H", "H", "H", "C", "S", "O", "C", "H", "H", "H", "H", "H", "H", "C", "S", "O", "C", "H", "H", "H", "H", "H", "H", "C", "S", "O", "C", "H", "H", "H", "H", "H", "H", "C", "S", "O", "C", "H", "H", "H", "H", "H", "H", "C", "S", "O", "C", "H", "H", "H", "H", "H", "H", "C", "S", "O", "C", "H", "H", "H", "H", "H", "H", "C", "S", "O", "C", "H", "H", "H", "H", "H", "H"], "positions_angstrom": [[5.9166, 1.1299, -1.7713], [4.4438, 1.3545, -1.4738], [3.9201, 0.7238, -0.5598], [3.7913, 2.2929, -2.2264], [2.3367, 2.1594, -2.2568], [1.8139, 1.1574, -3.3194], [0.7666, 1.8522, -4.1849], [0.0092, 0.8919, -5.0943], [-0.4108, -0.3904, -4.4107], [0.3712, -1.4787, -4.6384], [0.0417, -2.6463, -4.0814], [-1.0460, -2.8152, -3.2983], [-1.2827, -4.2143, -2.7877], [-0.1853, -4.6281, -1.8033], [-0.3020, -3.9768, -0.4172], [-0.0176, -6.4192, -1.7269], [-1.8278, -1.7322, -3.0416], [-1.5001, -0.5252, -3.6161], [-2.3932, 0.6377, -3.3722], [-2.0716, 1.8068, -3.4793], [-3.8041, 0.3255, -2.9548], [-4.7156, 1.2912, -3.1749], [-5.9985, 1.1097, -2.8099], [-7.0596, 2.1520, -2.9928], [-8.1732, 1.6423, -3.8791], [-8.0106, 1.4100, -5.0566], [-9.3691, 1.4618, -3.2574], [-6.3282, -0.0648, -2.2184], [-5.4282, -1.0323, -1.9808], [-5.9010, -2.2712, -1.2619], [-6.0795, -2.0944, 0.2588], [-4.8791, -2.3144, 0.9735], [-4.2993, -0.9364, 1.7612], [-2.3909, -1.1082, 1.7744], [-4.6667, 0.6837, 0.8874], [-4.8169, -0.8253, 3.5715], [-4.1177, -0.8493, -2.3662], [-3.0339, -1.8566, -2.1475], [-3.1210, -2.7106, -1.2874], [6.0200, 0.5256, -2.6662], [6.3526, 0.6349, -0.9144], [6.4239, 2.0787, -1.9352], [4.1920, 2.3646, -3.1555], [1.9300, 1.9347, -1.2817], [1.9383, 3.1402, -2.5147], [2.6539, 0.7781, -3.8965], [1.3970, 0.3182, -2.7642], [1.2965, 2.5560, -4.8314], [0.1361, 2.4570, -3.5468], [-0.8725, 1.3297, -5.5545], [0.6768, 0.6153, -5.9101], [1.2449, -1.3785, -5.2611], [0.6678, -3.5058, -4.2780], [-1.1611, -4.8775, -3.6464], [-2.2780, -4.3953, -2.4088], [0.7460, -4.2875, -2.2391], [0.6059, -3.4054, -0.2365], [-1.1534, -3.3162, -0.3542], [-0.3110, -4.7602, 0.3332], [-4.4114, 2.2212, -3.6290], [-7.4764, 2.3411, -2.0027], [-6.6668, 3.1069, -3.3213], [-9.7473, 0.6455, -3.6077], [-7.3583, -0.1770, -1.9060], [-6.9020, -2.4953, -1.6433], [-5.3091, -3.1421, -1.5021], [-6.7699, -2.8882, 0.5609], [-6.5597, -1.1486, 0.5195], [-2.1764, -2.1710, 1.6719], [-1.9214, -0.6512, 2.6462], [-2.0570, -0.6531, 0.8398], [-5.7387, 0.8780, 0.8563], [-4.2374, 1.4594, 1.5241], [-4.2088, 0.7869, -0.0931], [-3.9367, -0.5060, 4.1447], [-5.5879, -0.0852, 3.7654], [-5.0944, -1.7945, 3.9871], [-0.2778, 2.0749, 4.2724], [-1.6501, 1.0838, 4.8643], [-2.8658, 1.5278, 4.1290], [-1.7047, 1.8254, 6.4959], [-0.0847, 1.8024, 3.2346], [-0.5307, 3.1322, 4.3320], [0.6044, 1.8648, 4.8761], [-1.8629, 2.8997, 6.4054], [-0.7699, 1.6214, 7.0117], [-2.5319, 1.3752, 7.0425], [3.3974, 4.2411, 6.6538], [1.7912, 4.9189, 7.0921], [0.7654, 4.0244, 6.4991], [1.9043, 6.3701, 6.0372], [3.5194, 3.2944, 7.1769], [3.4444, 4.0727, 5.5776], [4.1800, 4.9336, 6.9647], [2.0507, 6.0617, 5.0018], [2.7338, 6.9949, 6.3684], [0.9730, 6.9256, 6.1250], [1.6235, -0.0913, 9.0470], [1.8108, -0.1523, 7.2590], [0.5186, -0.6425, 6.6942], [2.9515, -1.5258, 7.2638], [0.9024, 0.6883, 9.2889], [1.2600, -1.0524, 9.4100], [2.5849, 0.1464, 9.5023], [2.4914, -2.3816, 7.7589], [3.8644, -1.2395, 7.7812], [3.1851, -1.7775, 6.2331], [-4.9302, 4.8807, -7.9044], [-3.6678, 4.6150, -6.6514], [-2.4154, 5.2362, -7.1479], [-3.5237, 2.8413, -6.9036], [-5.1486, 5.9457, -7.9439], [-4.5621, 4.5457, -8.8744], [-5.8327, 4.3330, -7.6315], [-3.2468, 2.6378, -7.9384], [-4.4735, 2.3613, -6.6631], [-2.7490, 2.4697, -6.2354], [-10.4069, -0.4462, 2.6110], [-9.2824, -0.5903, 4.0083], [-8.0533, 0.1608, 3.6630], [-8.9184, -2.3357, 3.7736], [-10.7298, 0.5904, 2.5422], [-9.8912, -0.7310, 1.6932], [-11.2732, -1.0876, 2.7740], [-8.5001, -2.4940, 2.7789], [-9.8321, -2.9173, 3.8988], [-8.1914, -2.6330, 4.5263], [5.3470, 0.6954, -7.3602], [4.4740, 0.3766, -5.8297], [5.1436, 1.1770, -4.7625], [5.0270, -1.3209, -5.6503], [5.1722, 1.7318, -7.6451], [6.4143, 0.5282, -7.2144], [4.9643, 0.0366, -8.1399], [6.1163, -1.3486, -5.6224], [4.6541, -1.9113, -6.4871], [4.6216, -1.7127, -4.7179], [5.1708, 0.4333, 2.6443], [3.8504, -0.0571, 3.7542], [4.2923, -1.3139, 4.4225], [2.6768, -0.5175, 2.4771], [6.0287, 0.7256, 3.2476], [5.4413, -0.4060, 2.0035], [4.8396, 1.2805, 2.0416], [3.1086, -1.2945, 1.8455], [2.4281, 0.3620, 1.8817], [1.7787, -0.8961, 2.9637], [5.4186, -4.9417, 8.0703], [5.8661, -3.8328, 9.4121], [5.0997, -2.5767, 9.2125], [7.5450, -3.5254, 8.8484], [4.3778, -5.2300, 8.2023], [5.5384, -4.4304, 7.1147], [6.0501, -5.8294, 8.1084], [7.5238, -3.1089, 7.8410], [8.1083, -4.4585, 8.8619], [8.0056, -2.8128, 9.5294], [10.1880, -2.0508, -5.8467], [9.4495, -0.4371, -6.1243], [8.1680, -0.6611, -6.8522], [10.6541, 0.1181, -7.3350], [9.5626, -2.5929, -5.1406], [10.2391, -2.5994, -6.7872], [11.1854, -1.9238, -5.4265], [10.6745, -0.5725, -8.1781], [11.6365, 0.1751, -6.8668], [10.3576, 1.1066, -7.6789]], "atomic_forces_ev_per_a": [[-0.3372, 0.4583, 0.0806], [0.6186, -0.4465, 0.6552], [-0.1795, 0.3346, -0.2919], [-0.2985, -1.0096, 0.2585], [-0.2176, 0.7240, -0.9050], [0.0274, 0.4158, 0.9495], [0.6218, -0.0422, -0.3038], [-0.3120, -0.2190, 0.1266], [0.9231, 1.8485, -1.2513], [0.9626, 0.5137, -0.7603], [1.5084, -1.9509, -0.6001], [-0.8398, -1.5845, 1.3210], [0.2198, -0.8741, -0.4372], [-0.0964, 0.8117, 0.0753], [0.6930, -0.4995, -0.2490], [-0.1731, 0.0705, 0.0437], [-1.2769, -0.2546, 0.9623], [-1.2628, 1.5057, 0.4737], [-0.4781, 0.3577, 0.4312], [0.0862, -0.5344, -0.2288], [2.5063, 0.3986, -0.8817], [0.0505, 2.0499, -0.8402], [-1.0079, 0.9428, -0.3747], [-0.6689, 0.2859, 0.9570], [0.4535, 0.2719, -1.4567], [-0.2326, -0.1139, 0.9288], [0.6144, -0.4076, 0.5474], [-1.8702, 0.3022, 0.3349], [0.4100, -2.4810, 1.1723], [-0.8374, 0.3488, -0.0321], [0.0940, -1.4330, -0.1959], [-0.2226, 1.3283, 0.1083], [1.6873, 0.1281, 1.0654], [-1.1442, -0.2611, -0.6802], [-0.2701, -0.1952, 0.3323], [0.2912, -0.1781, -0.1043], [0.4281, -1.3439, 0.3639], [-0.1775, 0.1010, 0.2482], [0.1712, 0.4037, -0.4823], [0.0449, -0.0401, -0.1102], [0.0809, -0.1559, 0.0999], [0.0603, 0.0363, -0.1445], [0.1516, 0.1885, -0.0027], [0.3133, -0.1770, 0.2934], [0.0391, 0.1669, -0.0099], [-0.0026, -0.0419, -0.1611], [-0.1184, -0.1775, -0.1809], [0.0169, 0.1477, -0.0215], [-0.3921, -0.1629, 0.0073], [0.0477, 0.4158, 0.0326], [0.0494, -0.0821, -0.0747], [0.1701, -0.0496, -0.1345], [0.0531, -0.1854, -0.0575], [-0.0416, -0.0077, -0.1419], [-0.0211, 0.0947, 0.2580], [0.2363, -0.2383, -0.1048], [0.0146, 0.1712, 0.1025], [-0.2539, -0.0683, 0.1604], [-0.3653, 0.0981, 0.2475], [0.1742, 0.1025, -0.0677], [-0.1145, 0.0780, 0.0345], [0.1096, -0.0145, -0.4845], [-0.3943, 0.2460, -0.4267], [-0.1271, -0.3211, 0.1364], [-0.1080, 0.1005, -0.0447], [0.2545, -0.0934, 0.3048], [-0.1309, 0.0139, 0.0967], [-0.0020, 0.1477, -0.2249], [0.2841, -0.1169, 0.3034], [-0.0282, -0.1258, -0.1727], [0.3306, 0.1819, 0.0617], [-0.0633, 0.1491, -0.2345], [0.0996, -0.0252, 0.1651], [-0.1092, -0.0807, -0.1915], [-0.1854, 0.0206, -0.3269], [-0.2424, -0.1073, -0.0032], [-0.2959, -0.0821, -0.0937], [0.1632, 0.0356, -0.2022], [0.3126, -0.2481, 0.1728], [-0.1133, 0.4005, -0.1317], [-0.1417, 0.1248, 0.1684], [-0.0979, -0.0871, 0.0035], [-0.0347, -0.0105, 0.0791], [-0.0352, -0.0002, 0.0584], [0.0252, -0.0052, -0.0772], [0.0221, -0.0376, -0.0660], [-0.0096, -0.0708, -0.0760], [0.1116, -0.0252, -0.0708], [0.1053, 0.0668, 0.1432], [-0.0340, -0.0231, -0.0594], [0.0335, 0.0686, -0.1168], [-0.0768, -0.0025, 0.0120], [-0.0682, -0.0054, 0.0009], [-0.0211, 0.0111, 0.0285], [-0.0158, -0.0601, 0.0183], [-0.0063, -0.0107, 0.0339], [-0.0244, -0.0488, 0.0487], [-0.1422, 0.1254, 0.1277], [0.1400, -0.1365, 0.0578], [0.0207, 0.0993, 0.0423], [-0.0448, -0.1607, -0.0986], [-0.0037, 0.0121, -0.0485], [0.0094, -0.0265, -0.0699], [0.0217, -0.0224, -0.0379], [-0.0612, 0.0938, 0.0978], [-0.0051, -0.0084, 0.0190], [0.0235, 0.1046, -0.0602], [-0.0767, -0.0464, -0.1202], [-0.0895, -0.0172, 0.1700], [0.0397, -0.0158, -0.1052], [-0.0241, -0.1438, -0.0724], [0.0516, 0.0129, 0.0560], [0.0567, -0.0017, 0.0234], [0.0106, 0.0011, 0.0347], [0.0113, 0.0642, -0.0079], [-0.0058, 0.0217, 0.0288], [-0.0038, 0.0873, 0.0634], [-0.0591, -0.0432, -0.1273], [-0.0971, -0.0653, 0.1268], [0.0121, 0.0703, -0.1581], [-0.0060, -0.1235, -0.0750], [0.0408, 0.0176, 0.0604], [0.0583, -0.0002, 0.0333], [0.0020, 0.0064, 0.0285], [0.0253, 0.0655, 0.0033], [-0.0093, 0.0218, 0.0231], [0.0129, 0.0762, 0.0181], [0.1819, 0.1997, -0.1363], [-0.1489, -0.1264, -0.3123], [0.0670, 0.0550, 0.0095], [0.1180, -0.1201, 0.1950], [-0.1244, -0.0026, 0.0727], [-0.0689, -0.0737, 0.0642], [-0.0576, -0.0172, 0.0429], [0.0035, 0.0839, -0.0860], [-0.0271, 0.0384, -0.0151], [-0.0723, 0.0645, -0.0036], [0.1277, 0.0827, -0.0934], [-0.1341, 0.1410, -0.1102], [0.1210, -0.1131, -0.0828], [-0.1134, -0.0442, -0.0554], [-0.0507, -0.0211, 0.0901], [-0.0860, 0.0107, -0.0097], [-0.0255, -0.0957, -0.0291], [0.0571, 0.0684, 0.0146], [0.0742, -0.0303, -0.0256], [0.0392, 0.0309, 0.1053], [0.0067, -0.0279, -0.1445], [0.0528, -0.1622, 0.0758], [0.0484, 0.0751, 0.0298], [0.1020, 0.0311, -0.1028], [-0.0029, 0.0377, 0.0614], [-0.0070, 0.0595, 0.0332], [-0.0018, 0.0006, 0.0402], [-0.0690, 0.0062, 0.0066], [-0.0201, -0.0113, 0.0290], [-0.0603, -0.0034, 0.0439], [0.0274, -0.1252, -0.0595], [0.1074, 0.0972, 0.1675], [0.0843, -0.1371, -0.0615], [0.0528, -0.0161, -0.1316], [-0.0357, 0.0605, 0.0142], [-0.0345, 0.0432, -0.0243], [-0.0135, 0.0358, 0.0227], [-0.0496, -0.0267, 0.0236], [-0.0186, 0.0107, 0.0391], [-0.0512, 0.0028, 0.0528]]}

no.,HOMO (eV)
1,-13.658
2,-7.684